No. 1
ORCA calculation (ωB97M-V/def2-TZVPD) on a structure of composition C41H46AsBN4O2STi.

Frontier orbital gap: 6.23 eV
Highest occupied orbital energy: -0.4914 Ha
Energy above the lowest of the compared OMol25 structures with the same formula, charge and spin: 34.0 kcal per mole

Geometry as ORCA input:
```
! wB97M-V def2-TZVPD RIJCOSX def2/J DEFGRID3
* xyz 2 1
As 1.956 -1.512 1.987
Ti 0.681 0.702 0.840
S 3.484 -1.850 -3.124
O -0.472 -0.980 -1.636
O -1.132 -1.745 0.434
N -0.581 1.719 -0.335
N 2.094 7.961 -6.298
N 2.124 1.959 0.338
N 2.391 -0.477 -1.276
C 2.234 4.078 -3.463
C 0.678 6.392 -3.508
C -0.225 2.663 -1.326
C 0.609 2.281 3.211
C -2.394 2.117 -1.660
C 1.216 3.621 2.909
C -1.336 2.882 -2.147
C 3.420 -1.134 3.193
C 0.460 5.434 -2.534
C -1.863 -2.421 -0.564
C 1.169 1.430 4.160
C -0.744 -0.017 4.064
C 4.347 -0.518 -2.510
C 2.440 5.025 -4.450
C -3.988 -6.120 -0.509
C -2.005 -2.456 -2.955
C -1.894 1.424 -0.578
C 1.035 3.259 -1.450
C -0.645 1.929 2.664
C 1.240 4.279 -2.506
C 0.799 -2.761 2.913
C 1.041 -0.525 5.751
C 3.316 2.029 0.980
C 0.490 0.299 4.624
C -1.335 0.779 3.084
C 1.666 6.182 -4.466
C -3.398 -3.921 -1.553
C 4.093 3.068 0.486
C -5.718 -4.330 -0.758
C -2.730 0.482 2.611
C 1.901 7.173 -5.488
C -4.491 -4.983 -1.407
C -2.816 -3.390 -0.391
C 3.618 0.087 -1.538
C -1.461 -1.961 -1.797
C -2.981 -3.443 -2.799
C 2.210 -1.504 -2.070
C -4.899 -5.574 -2.754
C 2.830 -2.784 0.822
C 3.349 3.662 -0.527
C 2.135 2.965 -0.629
B -0.328 -0.880 -0.275
H -5.636 -6.361 -2.593
H -0.299 5.600 -1.781
H -1.151 2.642 2.022
H 1.323 -2.117 -2.081
H -4.053 -6.018 -3.281
H 3.198 4.877 -5.207
H 3.648 -2.316 0.281
H 3.226 -0.286 3.845
H 0.425 -1.402 5.938
H -1.287 -0.873 4.445
H -6.515 -5.065 -0.637
H 5.073 3.345 0.833
H 2.117 1.706 4.610
H -3.099 -3.725 0.596
H 4.311 -0.940 2.595
H 0.816 4.351 3.616
H 2.299 3.615 3.013
H -3.120 1.287 1.991
H 1.068 0.068 6.666
H 3.202 -3.581 1.468
H -6.103 -3.512 -1.368
H -1.705 -2.109 -3.933
H 2.830 3.176 -3.445
H 3.586 -2.034 3.787
H 0.964 3.963 1.904
H 0.093 7.300 -3.529
H 3.625 4.516 -1.122
H -3.789 -5.783 0.509
H -3.393 0.374 3.470
H -0.024 -2.271 3.420
H -5.359 -4.833 -3.410
H 2.063 -0.858 5.560
H 2.106 -3.193 0.121
H -4.746 -6.902 -0.445
H 0.405 -3.438 2.157
H 3.936 0.960 -0.996
H 3.566 1.336 1.773
H 1.404 -3.321 3.627
H -3.430 -3.853 -3.690
H -2.404 0.694 0.033
H -3.075 -6.568 -0.904
H -5.481 -3.934 0.231
H 5.319 -0.241 -2.881
H -2.774 -0.455 2.052
H -1.354 3.536 -3.002
H -3.395 2.051 -2.049
*
```



No. 2
ORCA calculation (ωB97M-V/def2-TZVPD) on a structure of composition C41H46AsF6N4Pt.

Frontier orbital gap (spin up / spin down): 6.51 / 4.64 eV
Highest occupied orbital energy (spin up / spin down): -0.5129 / -0.5128 Ha
Energy above the lowest of the compared OMol25 structures with the same formula, charge and spin: 11.7 kcal per mole

Geometry as ORCA input:
```
! wB97M-V def2-TZVPD RIJCOSX def2/J DEFGRID3
* xyz 2 2
Pt 0.389 0.012 -0.002
As 3.644 0.102 -1.356
F 4.309 -0.444 0.140
F 4.944 1.135 -1.671
F 4.265 -1.251 -2.178
F 2.177 -1.015 -0.939
F 2.731 0.603 -2.713
F 2.757 1.317 -0.448
N 1.226 1.035 1.580
N 2.529 -0.799 2.161
N -0.726 -0.847 -1.553
N -0.328 -1.911 0.933
C -1.796 0.573 -5.346
C -2.993 -5.695 0.961
C -1.281 -1.959 -1.271
C -0.555 -1.956 3.340
C -0.856 -0.434 -5.236
C 1.152 -3.164 4.551
C 0.676 -1.960 -3.974
C -3.396 0.530 -0.828
C -2.762 -1.508 4.492
C 3.405 -3.539 0.826
C -1.062 -2.538 0.092
C -2.552 1.434 -1.736
C 1.743 -3.632 3.383
C 2.322 2.528 3.626
C -1.920 0.745 -2.939
C -3.631 -5.828 -0.253
C -3.786 -3.860 -3.460
C -2.523 -3.866 -1.037
C 2.675 1.216 3.465
C -4.048 -4.874 -2.573
C -1.886 -1.231 3.270
C -2.240 -2.824 -1.956
C 0.907 2.343 1.731
C 0.123 -2.369 2.138
C 2.147 0.485 2.390
C -0.975 -0.289 -2.863
C -0.397 -0.879 -3.999
C 1.787 -1.646 -4.989
C -2.095 -4.640 1.217
C 0.115 -3.348 -4.317
C -1.525 2.209 -0.917
C 1.892 -3.791 0.879
C -2.886 -2.808 -3.166
C -2.315 1.160 -4.203
C 1.432 3.119 2.721
C -1.725 0.282 3.078
C -1.848 -3.742 0.205
C -3.422 -4.895 -1.299
C 1.615 -5.300 0.767
C -0.003 -2.360 4.525
C 1.267 -3.253 2.148
H 0.550 -5.530 0.786
H -2.725 -2.022 -3.892
H -3.230 2.177 -2.160
H -0.379 -3.331 -5.291
H 3.399 0.742 4.115
H -2.412 -1.620 2.391
H -4.043 -0.126 -1.411
H 2.522 -1.103 1.197
H -4.032 1.141 -0.187
H 2.097 -5.843 1.581
H -1.128 0.718 3.881
H 1.567 -3.457 5.507
H -3.760 -1.109 4.315
H -4.284 -3.858 -4.420
H -0.601 -3.715 -3.582
H -2.707 0.756 3.081
H -2.118 0.911 -6.321
H -1.996 2.734 -0.084
H -3.192 -6.413 1.744
H 0.934 -4.066 -4.375
H -2.858 -2.575 4.693
H 2.740 3.106 4.439
H 2.588 -4.304 3.447
H 1.455 -1.880 -6.002
H 1.155 4.159 2.794
H -1.247 0.518 2.128
H -0.448 -0.880 -6.133
H -2.373 -1.019 5.386
H 0.189 2.746 1.033
H 3.649 -2.477 0.809
H 3.355 -1.100 2.656
H 1.114 -2.003 -2.976
H 2.026 -5.670 -0.172
H 2.663 -2.258 -4.777
H -4.319 -6.651 -0.405
H 3.916 -4.001 1.670
H 2.088 -0.605 -4.963
H 3.809 -3.974 -0.087
H -4.745 -5.658 -2.842
H -2.774 -0.085 -0.172
H -0.790 1.501 -0.468
H -3.060 1.941 -4.291
H -0.962 2.920 -1.522
H -1.633 -4.551 2.193
H 1.445 -3.290 0.018
H -0.478 -2.097 5.459
*
```



No. 3
ORCA calculation (ωB97M-V/def2-TZVPD) on a structure of composition C41H46ClGeN4OPSeTi.

Frontier orbital gap: 6.21 eV
Highest occupied orbital energy: -0.4644 Ha
Energy above the lowest of the compared OMol25 structures with the same formula, charge and spin: 0.3 kcal per mole

Geometry as ORCA input:
```
! wB97M-V def2-TZVPD RIJCOSX def2/J DEFGRID3
* xyz 2 1
Se 0.430 -2.964 0.099
Ge 1.724 -5.539 1.585
Ti 0.054 -0.090 0.329
Cl -1.886 -1.151 -1.138
P -0.970 1.958 -1.041
O 3.695 1.495 1.330
N -1.008 -0.793 1.826
N 1.000 -0.382 -1.816
N 0.237 1.550 1.788
N 1.962 0.218 0.504
C 3.447 -6.338 2.005
C 1.784 2.926 2.982
C -2.535 -1.029 3.472
C 2.459 3.273 -2.785
C 2.108 -3.789 0.690
C -0.766 2.056 2.511
C -2.788 3.500 0.423
C -0.345 -1.187 3.013
C 2.521 1.224 1.279
C 2.066 3.604 -4.076
C 0.611 -3.519 -1.754
C -0.184 2.910 -3.574
C -4.763 0.568 -3.274
C -0.551 3.026 3.474
C 2.329 -0.547 -1.732
C 1.534 2.757 -1.893
C -0.969 5.541 0.903
C 1.482 1.963 2.045
C 0.686 -6.612 0.330
C 0.737 3.480 3.706
C -4.433 1.916 -3.236
C -2.247 5.609 1.440
C -2.459 1.416 -1.924
C 2.907 -0.473 -0.360
C 2.553 -0.802 -4.097
C -3.491 -0.235 1.278
C -3.297 2.335 -2.564
C 0.748 3.420 -4.468
C -2.835 0.081 -1.973
C 1.137 -1.304 3.167
C -1.502 3.424 -0.115
C 0.204 2.579 -2.279
C 1.183 -0.615 -4.196
C -3.158 4.590 1.194
C -1.256 -1.356 4.005
C 3.131 -0.765 -2.843
C 0.455 -0.412 -3.044
C -2.378 -0.696 2.164
C -0.595 4.455 0.126
C 0.701 -5.091 3.182
C -3.963 -0.367 -2.633
H 3.157 -0.961 -4.980
H 0.676 -0.618 -5.150
H 1.337 -4.598 3.917
H -1.754 1.657 2.333
H -0.610 -0.254 -3.120
H 2.787 4.006 -4.774
H 1.250 -6.805 -0.583
H 1.356 -1.984 3.988
H 0.398 4.428 -0.303
H 1.856 2.491 -0.893
H 1.602 -0.345 3.414
H 3.855 0.067 -0.370
H -3.881 -1.012 0.620
H 0.440 3.675 -5.473
H -5.653 0.239 -3.793
H 3.300 -7.282 2.529
H 4.197 -0.885 -2.706
H -3.215 0.621 0.657
H 3.485 3.415 -2.472
H -1.031 -1.673 5.010
H -0.141 -4.436 2.948
H -3.057 3.390 -2.521
H -4.161 4.649 1.595
H 1.500 -3.080 -2.202
H 1.637 -1.680 2.279
H 0.447 -7.575 0.781
H -0.256 -6.124 0.075
H -4.219 -1.417 -2.637
H 0.927 4.235 4.456
H -1.392 3.406 4.037
H -3.515 2.720 0.232
H -0.280 -3.219 -2.298
H 4.019 -6.538 1.099
H -1.202 2.766 -3.906
H 2.613 -3.129 1.391
H 0.305 -5.998 3.638
H 0.684 -4.604 -1.751
H -3.478 -1.044 3.997
H 3.113 -1.479 0.017
H 4.032 -5.682 2.650
H -5.066 2.644 -3.725
H -2.539 6.464 2.035
H -0.264 6.343 1.076
H 2.819 3.198 3.136
H 2.730 -3.894 -0.199
H -4.314 0.088 1.913
*
```



No. 4
ORCA calculation (ωB97M-V/def2-TZVPD) on a structure of composition C41H47BrN2O5PtSiTe.

Frontier orbital gap (spin up / spin down): 7.09 / 5.95 eV
Highest occupied orbital energy (spin up / spin down): -0.1756 / -0.1756 Ha
Energy above the lowest of the compared OMol25 structures with the same formula, charge and spin: 6.0 kcal per mole

Geometry as ORCA input:
```
! wB97M-V def2-TZVPD RIJCOSX def2/J DEFGRID3
* xyz -1 4
Pt 0.276 0.768 0.438
Te 0.991 -0.947 -3.291
Br 7.942 -0.331 -2.424
Si 1.717 -0.417 3.451
O 1.320 2.488 -3.066
O 1.357 -1.153 -0.615
O 0.873 0.478 2.400
O -1.190 2.477 2.792
O 2.318 -2.791 0.567
N 0.173 1.576 -1.309
N -1.378 -0.744 0.895
C -3.371 1.577 2.318
C 2.591 -3.603 -3.624
C -3.658 -1.382 0.971
C -1.019 -2.032 0.926
C 1.018 2.472 -1.884
C 5.202 0.147 -1.811
C 1.297 4.883 -1.313
C -2.678 -0.399 0.920
C 6.217 -0.790 -1.761
C 1.964 -5.735 -2.638
C 3.582 -2.840 -4.468
C 3.947 -0.202 -1.329
C 1.024 -2.125 3.780
C 3.720 -1.459 -0.785
C 0.630 -3.791 -2.228
C -0.348 -2.842 -7.071
C 0.479 -2.862 -9.452
C 2.561 4.300 1.089
C 1.658 0.482 5.106
C -1.315 -3.004 -4.795
C 3.511 -0.615 2.926
C -2.174 1.573 3.251
C -3.294 -2.717 1.000
C 2.189 3.274 0.231
C 2.812 -4.967 -3.418
C 2.277 0.400 -6.105
C 1.538 3.559 -0.967
C -0.324 -2.390 -5.756
C -1.952 -3.051 0.980
C 0.869 -5.140 -2.028
C 1.309 -1.256 -7.690
C 1.365 -0.777 -6.381
C -3.053 1.058 0.907
C 2.285 5.618 0.755
C 0.586 -1.383 -5.384
C 0.486 -2.310 -8.048
C 4.759 -2.381 -0.744
C 6.013 -2.060 -1.243
C 2.371 -1.845 -0.215
C 1.461 -3.016 -3.033
C 1.665 5.908 -0.454
H 2.456 2.253 0.486
H 0.817 5.097 -2.260
H 3.059 4.061 2.021
H 3.686 -5.425 -3.872
H -3.923 1.203 0.265
H 3.328 0.099 -6.147
H 1.934 -0.787 -8.447
H 2.221 -0.058 5.875
H 3.138 0.516 -1.382
H -0.051 -2.089 3.991
H 2.069 1.494 5.032
H 6.820 -2.780 -1.225
H -3.746 2.601 2.233
H 0.721 -3.927 -9.448
H -1.755 0.562 3.317
H 0.045 -2.235 0.881
H -1.624 -4.081 0.999
H -1.042 -3.634 -7.340
H -0.331 2.015 2.893
H -4.160 0.967 2.769
H 4.186 -0.695 3.784
H -0.503 -2.751 -9.918
H 2.091 0.849 -5.131
H 3.327 -2.918 -5.529
H -4.055 -3.488 1.030
H 1.460 6.936 -0.728
H 2.558 6.418 1.431
H -0.997 -4.002 -4.484
H 4.563 -3.358 -0.319
H 2.125 1.169 -6.866
H 1.521 -2.570 4.650
H -2.229 1.631 0.488
H 1.213 -2.351 -10.076
H 2.161 -6.792 -2.500
H -2.289 -3.099 -5.281
H 3.840 0.232 2.315
H 5.381 1.133 -2.219
H -0.214 -3.319 -1.739
H 3.587 -1.783 -4.206
H 4.588 -3.240 -4.323
H 0.212 -5.720 -1.391
H 1.189 -2.781 2.924
H 3.629 -1.522 2.323
H 0.620 0.568 5.448
H -2.509 1.861 4.255
H -1.427 -2.396 -3.900
H -4.702 -1.092 0.989
*
```



No. 5
ORCA calculation (ωB97M-V/def2-TZVPD) on a cluster of 2 separate species, C41H47N3O4 in total.

Frontier orbital gap: 6.48 eV
Highest occupied orbital energy: -0.2461 Ha
SMILES string: CC1(C)OC(=O)C(=Cc2cc3c4c(c2)CCCN4CCC3)C(=O)O1.C=C1N(c2c(C)cc(C)cc2C)C=CN1c1c(C)cc(C)cc1C

Geometry as ORCA input:
```
! wB97M-V def2-TZVPD RIJCOSX def2/J DEFGRID3
* xyz 0 1
O 6.555 -0.955 2.994
O 2.982 -2.302 4.320
O 5.474 0.803 2.033
O 5.195 -2.677 4.105
N -2.651 2.567 -2.372
N -2.165 0.817 -3.748
N -2.343 -1.972 2.776
C -1.276 -0.188 -4.284
C -2.756 1.852 -4.508
C 0.930 -1.123 -4.489
C 1.342 -3.291 -5.662
C -0.776 5.338 -0.718
C -2.729 3.479 -0.078
C -0.845 4.739 -3.123
C -1.726 0.794 3.383
C -2.162 1.229 -2.390
C 7.575 -2.798 4.154
C -1.028 -1.528 2.643
C 6.368 -2.357 3.318
C 3.022 -0.209 2.401
C -2.181 4.299 0.896
C 0.435 -2.209 -5.192
C 0.002 -2.437 2.320
C 1.639 -0.652 2.456
C -3.232 -1.366 -5.341
C 4.046 -1.991 3.815
C 0.606 0.247 2.738
C -1.191 5.221 0.598
C -1.583 -4.347 2.828
C -0.923 -2.257 -5.463
C -2.243 3.551 -1.393
C 4.114 -0.847 2.895
C -0.591 6.087 1.651
C -3.060 2.877 -3.692
C 0.706 1.086 -3.380
C 1.298 -1.989 2.239
C -1.735 0.487 -1.349
C -0.282 -3.902 2.149
C 6.299 -3.147 2.010
C -1.282 4.526 -1.717
C -3.877 2.590 0.245
C -2.942 0.102 4.013
C -3.440 -1.056 3.152
C 5.430 -0.270 2.611
C -2.727 -3.380 2.537
C 0.106 -0.105 -4.044
C -0.697 -0.173 2.872
C -1.784 -1.267 -5.024
H -2.663 -0.282 5.001
H 2.087 -2.695 2.053
H 5.443 -2.824 1.424
H -3.904 -0.687 2.232
H -4.207 2.726 1.276
H -2.040 1.452 2.566
H -2.539 4.226 1.906
H -1.313 -3.091 -6.019
H 7.196 -2.982 1.418
H -2.899 1.824 -5.572
H -3.598 -3.615 3.158
H -1.606 5.285 -3.681
H 2.372 -3.113 -5.350
H -1.857 -5.365 2.520
H -1.430 -0.531 -1.490
H 0.078 5.318 -3.171
H -4.209 -1.629 3.681
H -1.679 0.879 -0.356
H 0.307 1.235 -2.377
H -0.794 7.139 1.448
H 0.850 1.275 2.933
H -3.389 -1.345 -6.421
H -1.249 1.447 4.124
H -0.040 6.080 -0.968
H 0.491 5.957 1.693
H 1.789 0.988 -3.285
H -1.423 -4.402 3.911
H 6.189 -4.210 2.213
H -0.315 -4.139 1.081
H -4.721 2.818 -0.408
H -0.992 5.854 2.638
H 3.209 0.730 1.905
H 7.490 -3.855 4.403
H 1.037 -4.257 -5.260
H -0.670 3.790 -3.626
H 1.332 -3.358 -6.750
H 8.505 -2.612 3.620
H -3.055 -3.468 1.497
H 0.563 -4.475 2.550
H -3.500 3.810 -3.992
H -3.793 -0.541 -4.899
H 1.982 -1.068 -4.277
H 0.507 1.988 -3.958
H 7.586 -2.231 5.083
H -3.625 1.540 0.106
H -3.647 -2.300 -4.959
H -3.753 0.820 4.194
*
```



Strongest force on any atom (computed, eV/A): 0.685, 1.052, 0.132, 1.040, 2.033